17
Properties=species:S:1:pos:R:3:mulliken_charge:R:1 method="wB97M-V/def2-TZVPD" energy_ev=-21274.5634 e_homo_ev="-8.32 / -9.33" multiplicity=1 gap_ev="7.3 / 8.3"
C -0.702 -0.442 1.640 -0.320
C 0.610 -0.622 1.951 -0.724
C -1.066 -0.209 0.308 0.517
C 0.764 -0.400 -0.720 -0.032
C -2.286 0.007 -0.407 -1.298
C 1.019 0.699 -1.720 -1.206
O 2.534 0.758 0.689 -0.595
O 2.546 -1.728 0.417 -0.620
S 1.826 -0.490 0.616 1.048
H -1.550 -0.402 2.277 0.406
H 0.970 -0.806 2.860 0.571
H -2.103 -0.117 -1.396 0.367
H -2.715 1.137 -0.232 0.248
H -3.158 -0.464 -0.107 0.423
H 1.931 0.543 -2.355 0.352
H 1.036 1.663 -1.343 0.410
H 0.343 0.872 -2.478 0.454



68
Properties=species:S:1:pos:R:3:mulliken_charge:R:1 method="wB97M-V/def2-TZVPD" energy_ev=-86779.4996 total_charge=+1 e_homo_ev="-9.24 / -8.71" multiplicity=1 gap_ev="6.0 / 5.5"
Ti -5.971 6.511 14.786 -0.401
C -9.392 2.677 14.776 -0.946
N -8.723 3.729 15.514 0.354
C -8.999 3.776 16.930 -1.100
C -8.152 4.779 14.961 0.325
O -7.523 5.692 15.641 -0.604
C -8.326 5.073 13.514 -0.365
O -7.178 5.868 13.134 0.063
C -7.144 6.678 11.984 -0.833
C -6.389 7.917 12.368 0.392
O -5.648 7.906 13.449 -0.236
N -6.119 8.857 11.440 0.260
C -4.764 9.403 11.349 -0.961
C -7.169 9.515 10.589 -0.884
H -8.756 2.356 13.898 0.327
H -10.438 2.964 14.507 0.324
H -9.515 1.854 15.490 0.377
H -8.615 2.917 17.440 0.334
H -10.075 3.709 17.043 0.414
H -8.630 4.692 17.327 0.364
H -9.246 5.724 13.342 0.513
H -8.338 4.166 12.798 0.357
H -8.178 6.846 11.782 0.719
H -6.717 6.224 11.048 0.270
H -4.302 9.175 10.383 0.365
H -4.219 8.867 12.101 0.195
H -4.790 10.489 11.428 0.406
H -6.683 9.877 9.628 0.321
H -7.668 10.369 11.103 0.300
H -7.946 8.823 10.361 0.373
C -3.550 8.361 16.905 -0.880
C -4.890 9.080 16.716 0.401
C -5.775 7.900 16.456 -1.087
C -5.064 6.680 16.600 -0.022
C -3.655 6.987 16.823 -1.420
H -2.714 8.997 17.149 0.731
H -5.057 9.564 17.675 0.416
H -6.835 7.966 16.339 0.648
H -5.480 5.795 17.039 0.758
H -2.860 6.256 16.994 0.551
F -0.387 13.549 16.900 -0.306
C -1.488 12.844 16.526 0.408
C -1.291 11.633 15.863 -0.680
C -2.435 10.935 15.438 -0.318
C -3.710 11.329 15.838 0.144
C -4.891 10.302 15.691 -0.146
C -3.846 12.514 16.595 -0.463
C -2.739 13.340 16.820 -0.707
H -0.325 11.198 15.718 0.446
H -2.207 10.056 14.828 0.378
H -5.833 10.816 15.800 0.538
H -4.789 9.980 14.641 -0.413
H -4.844 12.789 16.940 0.366
H -2.815 14.266 17.282 0.505
F -2.004 3.100 14.000 -0.252
C -2.735 4.203 14.244 0.502
F -2.154 5.272 13.650 -0.250
F -2.668 4.426 15.617 -0.221
C -4.179 4.039 13.838 0.983
O -4.885 5.114 14.467 0.301
C -4.650 2.648 14.398 0.198
F -6.044 2.633 14.319 -0.155
F -4.374 2.556 15.700 -0.228
F -4.274 1.492 13.754 -0.270
C -4.412 4.118 12.301 0.329
F -5.594 3.598 11.987 -0.266
F -4.395 5.423 11.888 -0.258
F -3.437 3.441 11.569 -0.284



21
Properties=species:S:1:pos:R:3:mulliken_charge:R:1 method="wB97M-V/def2-TZVPD" energy_ev=-9865.2483 e_homo_ev=-8.76 multiplicity=1 gap_ev=9.7
C 0.649 0.454 -0.754 -0.250
C 0.707 -0.095 1.654 -0.919
C 2.275 0.086 -0.844 -1.249
C -2.036 -1.441 -0.566 -1.403
N 0.145 -0.337 0.324 0.143
C -1.392 -0.398 0.311 0.591
N 0.466 1.874 -0.746 -0.596
N -2.094 0.420 1.011 -0.671
H 0.258 0.068 -1.701 0.445
H 0.720 2.260 0.158 0.300
H -0.523 2.081 -0.873 0.300
H -3.099 0.219 0.935 0.255
H 0.004 -0.394 2.439 0.403
H 1.611 -0.696 1.784 0.269
H 0.961 0.950 1.855 0.278
H 2.822 0.669 -0.098 0.311
H 2.625 0.373 -1.839 0.377
H 2.478 -0.977 -0.701 0.338
H -1.401 -2.331 -0.611 0.319
H -3.010 -1.738 -0.162 0.486
H -2.166 -1.047 -1.576 0.272



13
Properties=species:S:1:pos:R:3:mulliken_charge:R:1 method="wB97M-V/def2-TZVPD" energy_ev=-10846.9244 e_homo_ev=-9.40 multiplicity=1 gap_ev=8.6
C -0.177 0.441 0.006 0.400
C -0.731 -0.912 -0.001 0.739
C -2.829 0.135 -0.104 0.542
C 0.965 1.021 0.240 -0.673
C 0.027 -2.017 0.006 -0.974
N -2.160 1.295 -0.326 -0.473
O -4.034 0.013 -0.073 -0.559
O -2.041 -0.999 -0.026 -0.321
H 1.208 2.105 0.169 0.279
H 1.885 0.407 0.578 0.202
H -0.426 -2.936 -0.009 0.344
H 1.130 -2.141 0.005 0.246
H -2.230 2.170 0.118 0.248



19
Properties=species:S:1:pos:R:3:mulliken_charge:R:1 method="wB97M-V/def2-TZVPD" energy_ev=-8461.8763 e_homo_ev=-9.49 multiplicity=1 gap_ev=10.4
C -0.359 -0.659 1.893 -1.117
C -0.218 0.608 1.100 -0.126
C -2.197 -0.974 -1.160 -0.688
C 0.660 0.784 0.127 -0.117
C 1.193 1.621 -0.959 -0.529
C 1.734 0.217 -0.689 -0.012
O 3.030 0.053 -0.189 -0.547
H -0.106 -0.516 2.952 0.387
H -1.398 -1.006 1.855 0.288
H 0.279 -1.450 1.486 0.296
H -0.913 1.418 1.320 0.350
H -2.838 -0.877 -0.279 0.224
H -1.973 -2.029 -1.334 0.252
H -2.708 -0.564 -2.034 0.325
H -1.267 -0.424 -0.985 -0.113
H 0.588 1.790 -1.850 0.230
H 1.850 2.447 -0.694 0.252
H 1.488 -0.558 -1.413 0.323
H 2.996 0.197 0.764 0.323



16
Properties=species:S:1:pos:R:3:mulliken_charge:R:1 method="wB97M-V/def2-TZVPD" energy_ev=-9670.3147 e_homo_ev=-8.58 multiplicity=1 gap_ev=9.2
N 1.089 2.164 1.940 -0.547
C 0.670 1.631 0.683 0.388
N 0.312 2.561 -0.264 -0.459
N 0.497 0.385 0.310 -0.660
H 1.726 1.417 2.305 0.263
H 1.706 3.002 1.999 0.288
H 0.757 3.485 -0.191 0.221
H 0.175 2.117 -1.175 0.251
H 0.772 -0.197 1.140 0.111
N -1.160 -1.357 -1.379 -0.388
C -1.216 -2.726 -1.044 0.033
N -0.323 -3.216 -0.261 -0.621
H -0.563 -0.830 -0.697 0.357
H -1.991 -0.917 -1.739 0.238
H -2.054 -3.311 -1.442 0.318
H -0.397 -4.208 -0.187 0.207